a) Density functional theory data (wB97M-V/def2-TZVPD) for a cluster of 8 separate species, C6H31N2O7 in total.

Its net charge is +1. As for the LUMO energy: -2.51 eV.

Last column: natural (NBO) charge in e.
Cartesian coordinates (Å):
O -3.252 -0.545 1.223  -1.020
H 3.950 1.277 -0.866  0.202
H 0.427 -0.021 2.733  0.493
H 1.146 2.377 0.091  0.195
C 3.964 0.420 -0.227  -0.634
H -2.164 0.531 -0.063  0.484
H -1.384 1.686 0.872  0.448
H -4.298 1.886 -0.762  0.480
H 1.211 -2.251 -0.886  0.486
C 2.916 0.665 0.854  -0.208
H -3.447 1.244 3.731  0.498
C -1.613 -0.143 -2.801  -0.616
H 0.829 -2.578 2.725  0.466
H -4.034 1.962 -2.221  0.489
H 3.702 -0.430 -0.843  0.217
H -1.784 0.686 -3.497  0.210
H -2.548 -0.236 -2.251  0.212
C -0.450 1.179 -0.893  -0.075
N 1.538 0.438 0.382  -0.699
H -0.586 -3.075 2.197  0.481
H -0.909 0.044 0.805  0.457
H 1.617 1.658 -1.382  0.196
O -3.557 1.883 -1.384  -0.960
H 1.474 -0.539 0.089  0.394
H 1.974 -2.667 -2.890  0.479
H -4.190 -0.638 1.038  0.486
H 4.957 0.321 0.175  0.224
H -0.828 1.989 -1.509  0.244
H 3.000 1.681 1.237  0.188
N -1.258 0.855 0.304  -0.690
H 0.408 0.177 -2.622  0.234
H 3.009 -0.054 1.662  0.186
O 1.041 -2.448 0.041  -0.980
O -2.891 1.319 2.942  -0.957
H -1.464 -0.957 -3.510  0.225
H 0.530 1.262 3.284  0.491
H 3.529 -2.647 -2.665  0.498
O -0.178 0.723 2.900  -0.974
C 0.998 1.464 -0.504  -0.230
C -0.386 0.017 -1.902  -0.422
H -2.010 1.179 3.350  0.512
O 2.692 -2.257 -2.400  -0.969
H -0.200 -0.934 -1.411  0.202
O 0.219 -3.309 2.659  -0.943
H 1.401 -3.313 0.247  0.503
H -3.102 0.119 1.947  0.493

=====

b) Density functional theory data (wB97M-V/def2-TZVPD) for a cluster of 8 separate species, C6H31N2O7 in total.

Its net charge is +1. As for the LUMO energy: -2.37 eV.

Last column: natural (NBO) charge in e.
Cartesian coordinates (Å):
H -2.600 -3.869 0.107  0.490
C -2.888 -0.203 0.891  -0.589
H -0.696 -0.604 -3.129  0.505
O -1.807 3.533 -0.373  -0.941
H -2.145 2.147 1.513  0.180
H -2.751 -1.182 0.446  0.194
H -3.075 1.705 2.904  0.225
H 0.293 2.876 -0.837  0.506
C -2.116 1.541 2.418  -0.598
C -1.946 0.078 2.040  -0.239
C 1.944 -1.435 0.323  -0.215
H -1.828 4.213 0.315  0.480
H -0.604 -2.059 2.302  0.384
H 0.641 1.719 -2.751  0.517
H 0.640 1.125 -4.147  0.478
O 1.061 2.577 -1.331  -1.023
H 1.786 -1.203 2.461  0.212
O -1.660 -3.679 -0.024  -0.962
H -1.565 -2.710 -0.103  0.474
H -2.474 2.911 -0.043  0.470
H 3.597 2.572 0.632  0.492
H 1.524 -2.816 1.888  0.209
C -0.495 -0.170 1.679  -0.222
O 0.682 0.851 -3.219  -1.006
C 1.335 -1.763 1.664  -0.245
H -0.561 -1.980 -3.594  0.483
H 4.089 0.659 -2.735  0.491
H 0.530 -2.825 -0.178  0.453
H -1.385 1.940 3.128  0.222
H 0.523 -1.579 -1.183  0.476
H 2.969 -1.686 0.245  0.231
H -0.347 0.286 0.690  0.176
N 1.147 -2.231 -0.726  -0.696
H 1.690 -2.811 -1.351  0.436
O -0.645 -1.499 -2.757  -0.979
H -2.709 0.536 0.102  0.193
H 1.731 -0.406 0.093  0.229
N -0.104 -1.586 1.563  -0.663
H 1.822 2.462 -0.720  0.506
O 3.365 0.572 -2.109  -0.989
H 3.418 1.412 -0.418  0.511
O 3.009 1.866 0.356  -0.980
H 2.588 1.007 -2.500  0.509
H -2.268 -0.573 2.856  0.204
H -3.901 -0.130 1.292  0.226
H 0.187 0.408 2.317  0.186

=====

Relative to the most stable structure, the computed energies are a) 72.3; b) 0.0, all in kJ/mol.

=====

a) Density functional theory data (wB97M-V/def2-TZVPD) for a cluster of 2 separate species, C5H11NO2 in total.

Its SMILES is C=CC[C@@H](N)C=O.O. As for the LUMO energy: 0.69 eV.

Last column: natural (NBO) charge in e.
Cartesian coordinates (Å):
H 3.309 0.378 -0.857  0.196
O -1.398 -0.012 1.731  -0.504
H -3.305 2.688 0.646  0.466
N -0.219 -2.662 0.743  -0.838
C 0.929 -1.043 -0.921  -0.448
O -3.522 3.402 0.087  -0.930
H 0.533 0.213 1.337  0.113
C -0.384 -0.229 1.158  0.428
H -1.298 -1.258 -0.472  0.194
H 0.704 -1.357 -1.946  0.236
H -3.508 4.147 0.749  0.464
H 0.254 0.981 -1.148  0.205
C 2.363 0.944 -1.030  -0.392
H -0.336 -2.676 1.726  0.369
C -0.274 -1.300 0.114  -0.141
H 1.811 -1.459 -0.449  0.206
C 1.167 0.427 -0.999  -0.199
H 0.645 -3.257 0.510  0.370
H 2.528 2.073 -0.980  0.205

=====

b) Density functional theory data (wB97M-V/def2-TZVPD) for a cluster of 2 separate species, C5H11NO2 in total.

Its SMILES is [H]/N=C(\C)OC.CC=O. As for the LUMO energy: 0.86 eV.

Last column: natural (NBO) charge in e.
Cartesian coordinates (Å):
O -2.656 1.205 -0.628  -0.553
H -0.885 -0.017 -1.046  0.134
H 1.695 -2.161 -1.383  0.193
C 0.997 0.654 0.141  0.609
H -0.055 -2.028 -0.972  0.177
C -2.226 -0.726 0.719  -0.754
C -1.965 0.245 -0.402  0.431
C 1.739 1.890 -0.250  -0.704
H 1.137 -1.934 0.314  0.204
N 0.632 0.239 1.266  -0.711
H 0.591 0.948 1.991  0.370
H -2.491 -1.702 0.310  0.229
C 0.957 -1.692 -0.735  -0.263
H -1.275 -0.878 1.237  0.258
O 0.939 -0.297 -1.022  -0.569
H 2.770 1.803 0.096  0.244
H 1.327 2.759 0.260  0.232
H -2.958 -0.348 1.430  0.225
H 1.727 2.040 -1.327  0.248

=====

Relative to the most stable structure, the computed energies are a) 34.0; b) 0.0, all in kJ/mol.

=====

a) Density functional theory data (wB97M-V/def2-TZVPD) for a cluster of 2 separate species, C5H11NO2 in total.

Its SMILES is C=NCCCC=O.O. As for the LUMO energy: 0.70 eV.

Last column: natural (NBO) charge in e.
Cartesian coordinates (Å):
H 0.040 2.202 -1.080  0.209
N 0.678 1.500 0.777  -0.405
H -0.193 0.047 -1.945  0.225
C 1.009 -1.625 -0.309  0.442
O 1.594 -1.709 -1.358  -0.526
H -1.684 0.215 -1.244  0.228
H -1.966 0.517 1.847  0.475
H -2.941 -0.505 1.245  0.468
C -0.633 0.115 -0.946  -0.430
H 1.473 -2.001 0.619  0.114
H -1.174 1.919 0.108  0.211
H -0.572 -1.213 0.850  0.201
C -0.281 1.475 -0.326  -0.261
H -1.109 -1.977 -0.706  0.247
O -2.806 0.429 1.386  -0.938
C 1.830 1.000 0.753  -0.064
C -0.478 -1.229 -0.243  -0.514
H 2.378 0.806 1.665  0.173
H 2.238 0.525 -0.149  0.147

=====

b) Density functional theory data (wB97M-V/def2-TZVPD) for a structure of composition C5H11NO2.

As for the LUMO energy: 0.95 eV.

Last column: natural (NBO) charge in e.
Cartesian coordinates (Å):
H -1.967 -1.582 0.413  0.171
N 0.020 1.215 1.024  -0.165
H -2.201 0.185 0.499  0.216
H 0.201 -2.192 0.423  0.212
C -0.048 2.361 1.562  -0.159
H 1.737 -1.148 0.687  0.207
H 0.293 -0.580 1.420  0.259
H -2.843 -0.972 -0.692  0.192
H 1.343 0.599 -2.432  0.229
H 0.420 3.509 1.625  0.204
C 1.429 -0.245 -1.822  -0.615
C -1.868 -0.768 -0.071  -0.257
C 0.453 -0.221 -0.657  0.511
H 2.543 -0.802 -1.369  0.245
C 0.637 -1.178 0.542  -0.699
H 0.749 -1.131 -2.594  0.217
O -0.740 -0.551 -1.030  -0.532
O 0.839 1.097 0.077  -0.392
H -0.997 2.403 2.397  0.156

=====

c) Density functional theory data (wB97M-V/def2-TZVPD) for the molecule C5H11NO2.

Its SMILES is CCCCNC(=O)O. As for the LUMO energy: 0.75 eV.

Last column: natural (NBO) charge in e.
Cartesian coordinates (Å):
H 3.169 1.481 0.403  0.210
H -2.267 -1.615 1.009  0.407
H 2.221 1.549 -1.109  0.206
C -2.035 -1.844 -0.954  0.887
C 2.275 1.122 -0.111  -0.604
C 1.056 1.409 0.780  -0.401
H 0.437 -1.310 0.451  0.193
C -0.192 0.743 0.201  -0.397
N -1.722 -1.251 0.244  -0.657
H 0.890 2.473 0.747  0.213
H -1.173 -0.442 -1.967  0.482
H -0.390 -0.701 1.738  0.203
O -2.859 -2.698 -1.106  -0.595
H -0.210 0.790 -0.894  0.172
O -1.330 -1.359 -2.017  -0.702
H 1.247 0.979 1.761  0.202
H -1.104 1.318 0.410  0.208
H 2.441 0.050 -0.231  0.200
C -0.453 -0.695 0.645  -0.225

=====

d) Density functional theory data (wB97M-V/def2-TZVPD) for a cluster of 2 separate species, C5H11NO2 in total.

Its SMILES is C=C(N)CCC=O.O. As for the LUMO energy: 0.85 eV.

Last column: natural (NBO) charge in e.
Cartesian coordinates (Å):
C 0.098 -0.451 -1.708  0.478
H 1.094 1.444 -1.461  0.258
C 1.425 -0.230 2.622  -0.510
H -0.491 0.970 0.514  0.203
H -1.841 1.020 -1.219  0.482
C 0.587 0.669 0.521  -0.436
C 0.976 0.495 -0.947  -0.523
H 2.004 0.076 -0.905  0.232
H 1.147 1.531 0.872  0.224
H -0.013 -2.211 2.074  0.371
N -0.124 -1.581 1.290  -0.823
H -2.867 2.122 -1.614  0.472
H -1.081 -1.337 1.069  0.389
O -1.939 1.885 -1.640  -0.961
O -1.006 -0.814 -1.387  -0.561
C 0.662 -0.447 1.556  0.196
H 1.579 -0.919 3.432  0.192
H 1.846 0.774 2.867  0.205
H 0.460 -0.643 -2.744  0.112

=====

Relative to the most stable structure, the computed energies are a) 221.9; b) 800.4; c) 0.0; d) 134.8, all in kJ/mol.

=====

a) Density functional theory data (wB97M-V/def2-TZVPD) for a cluster of 2 separate species, C5H11NO2 in total.

Its SMILES is C=C(C)N.CC(=O)O. As for the LUMO energy: 0.76 eV.

Last column: natural (NBO) charge in e.
Cartesian coordinates (Å):
C 2.979 -0.792 -1.247  -0.720
H 3.814 -0.261 -0.793  0.233
N -1.510 -0.946 0.199  -0.823
C -2.798 1.045 -0.204  -0.454
H 3.093 -1.857 -1.097  0.221
O 1.434 0.906 -0.595  -0.647
H -3.232 0.579 -1.071  0.194
H -3.050 2.058 0.056  0.211
C 1.714 -0.276 -0.593  0.800
H -2.019 -1.254 -0.622  0.388
H -0.034 -1.005 0.085  0.488
H 2.958 -0.547 -2.302  0.234
H -1.532 1.985 1.910  0.225
H -1.074 0.379 2.515  0.209
H -1.686 -1.570 0.955  0.385
H -0.096 1.181 1.293  0.265
C -1.113 1.020 1.636  -0.670
O 0.988 -1.198 -0.023  -0.734
C -1.902 0.409 0.533  0.197

=====

b) Density functional theory data (wB97M-V/def2-TZVPD) for the molecule C5H11NO2.

Its SMILES is CC(C)(C)O/C=N\O. As for the LUMO energy: 0.62 eV.

Last column: natural (NBO) charge in e.
Cartesian coordinates (Å):
H -2.050 -0.559 1.444  0.224
H 1.462 -1.738 0.110  0.176
H -0.563 -1.572 1.434  0.211
N 3.039 -0.518 -0.009  -0.143
H -0.461 0.031 2.124  0.226
H -0.842 2.106 0.726  0.223
C -1.118 1.452 -0.129  -0.623
O 3.351 0.818 -0.029  -0.550
O 0.900 0.305 0.017  -0.560
H -0.443 -0.224 -2.108  0.226
C 1.769 -0.736 0.091  0.267
H -1.926 -1.014 -1.324  0.227
C -0.849 -0.776 -1.259  -0.639
C -0.525 0.061 -0.020  0.263
H -2.237 1.439 -0.199  0.220
C -0.947 -0.543 1.324  -0.641
H -0.729 1.928 -1.035  0.219
H 2.468 1.300 0.059  0.464
H -0.297 -1.762 -1.217  0.213

=====

c) Density functional theory data (wB97M-V/def2-TZVPD) for a cluster of 2 separate species, C5H11NO2 in total.

Its SMILES is CC(N)=O.CCC=O. As for the LUMO energy: 0.88 eV.

Last column: natural (NBO) charge in e.
Cartesian coordinates (Å):
C 0.759 -1.000 -1.167  0.693
O -0.078 -1.152 -0.255  -0.627
O -1.015 1.832 -0.647  -0.537
H 0.002 0.984 2.996  0.194
H 2.196 -0.044 -0.079  0.396
C 0.412 -1.249 -2.612  -0.737
H 1.196 -1.720 -3.231  0.224
H -0.461 -1.927 -2.605  0.246
H -0.870 -0.509 3.109  0.215
C -0.848 1.771 0.566  0.448
H -1.878 -0.118 0.839  0.253
H 2.543 -0.208 -1.755  0.387
H -0.137 2.493 1.038  0.101
H 0.065 -0.337 -3.130  0.250
C -1.523 0.718 1.490  -0.513
H -2.362 1.132 2.081  0.223
N 2.076 -0.583 -0.954  -0.827
H 0.359 -0.293 1.896  0.224
C -0.435 0.210 2.419  -0.610

=====

d) Density functional theory data (wB97M-V/def2-TZVPD) for the molecule C5H11NO2.

As for the LUMO energy: -3.69 eV.

Last column: natural (NBO) charge in e.
Cartesian coordinates (Å):
H -0.408 -2.622 -1.926  0.182
H 0.332 1.130 -1.308  0.224
O -1.693 -1.159 -1.372  -0.631
C -0.829 0.763 0.357  -0.365
H -0.863 -0.993 1.243  0.212
H 0.930 -1.168 0.389  0.428
C -0.850 0.038 1.659  -0.645
H 0.010 -0.984 -2.565  0.134
H 0.057 0.096 2.271  0.260
H 2.434 1.475 -0.351  0.234
H -0.971 1.850 0.477  0.212
C -0.508 -1.550 -1.765  0.157
H -1.757 0.094 2.260  0.236
N 0.600 -1.001 -0.602  -0.373
H 1.083 1.959 0.576  0.124
H -1.569 0.304 -0.320  0.312
C 1.596 1.053 0.244  -0.050
O 2.010 0.269 1.196  -0.559
C 0.397 0.448 -0.464  -0.093

=====

Relative to the most stable structure, the computed energies are a) 0.0; b) 197.1; c) 16.9; d) 790.5, all in kJ/mol.